1:
C3H6N4O | ωB97M-V with the def2-TZVPD basis set

Calculated values
- spin multiplicity = 1
- HOMO level (eV) = -8.347
- E_LUMO (eV) = -0.50

Geometry (Å):
C 1.231 0.001 -0.047
C 0.440 -1.221 0.276
C -0.833 -0.594 -0.134
H 2.952 1.163 -0.100
H 3.323 -0.254 0.667
H 0.574 -2.369 -0.265
H -2.015 -1.961 0.579
H -3.131 -0.434 -0.236
H -1.187 3.048 -0.211
N 2.635 0.083 -0.261
N -2.175 -1.201 -0.185
N -0.741 0.808 -0.315
N 0.625 1.153 0.061
O -1.697 1.777 0.169

List of Mulliken charges in e, atom by atom:
1 C 0.281
2 C -0.442
3 C 0.299
4 H 0.318
5 H 0.308
6 H 0.212
7 H 0.288
8 H 0.316
9 H 0.409
10 N -0.641
11 N -0.579
12 N 0.320
13 N -0.530
14 O -0.559

2:
C3H6N4O | ωB97M-V with the def2-TZVPD basis set

Calculated values
- spin multiplicity = 1
- HOMO level (eV) = -9.191
- E_LUMO (eV) = -0.06

Geometry (Å):
H 0.945 -2.031 -1.709
N 1.251 -1.279 -1.077
C 0.260 -0.456 -0.851
C -0.982 -0.200 -1.441
N -1.613 0.808 -0.948
O -0.842 1.383 0.049
N 0.404 0.621 0.152
N 0.762 0.464 1.546
C 0.484 -0.892 1.965
H -1.434 -0.900 -2.196
H 1.823 0.547 1.521
H -0.583 -0.922 2.299
H 1.145 -1.096 2.893
H 0.641 -1.674 1.050

List of Mulliken charges in e, atom by atom:
1 H 0.206
2 N -0.633
3 C 0.604
4 C -0.280
5 N -0.312
6 O -0.154
7 N 0.125
8 N -0.373
9 C -0.635
10 H 0.329
11 H 0.309
12 H 0.235
13 H 0.349
14 H 0.230

Stability verdict: 2, ahead by 0.1184 hartree

1:
C3H6N4O | ωB97M-V with the def2-TZVPD basis set

Calculated values
- spin multiplicity = 1
- HOMO level (eV) = -7.074
- E_LUMO (eV) = 0.17

Geometry (Å):
N -0.488 -2.973 0.515
N 0.470 -2.103 -0.143
C 0.452 -0.716 -0.025
C -0.517 0.234 0.448
C -0.072 1.440 -0.203
N -0.620 2.683 -0.218
N 1.272 1.265 -0.542
O 1.582 -0.115 -0.339
H -0.314 -3.082 1.544
H -0.280 -4.039 0.139
H -1.534 0.005 0.578
H -0.180 3.113 -0.989
H -1.716 2.316 -0.747
H 1.945 1.972 -0.018

List of Mulliken charges in e, atom by atom:
1 N -0.590
2 N -0.379
3 C 0.521
4 C -0.658
5 C 0.326
6 N -0.599
7 N -0.238
8 O -0.245
9 H 0.223
10 H 0.274
11 H 0.353
12 H 0.325
13 H 0.379
14 H 0.308

2:
C3H6N4O | ωB97M-V with the def2-TZVPD basis set

Calculated values
- spin multiplicity = 1
- HOMO level (eV) = -8.555
- E_LUMO (eV) = 0.37

Geometry (Å):
H -3.080 -0.938 0.346
N -2.705 0.067 0.243
C -1.465 0.295 -0.101
C -0.620 1.488 -0.269
C 0.661 1.192 -0.500
N 0.933 -0.202 -0.496
N 2.040 -0.564 0.368
N -0.289 -0.694 -0.001
O -0.782 -1.889 -0.575
H -1.040 2.545 0.023
H 1.589 1.896 -0.309
H 2.171 0.196 1.137
H 3.025 -0.840 -0.040
H -0.437 -2.554 0.173

List of Mulliken charges in e, atom by atom:
1 H 0.272
2 N -0.698
3 C 0.405
4 C -0.459
5 C -0.218
6 N 0.246
7 N -0.614
8 N 0.023
9 O -0.460
10 H 0.278
11 H 0.329
12 H 0.258
13 H 0.254
14 H 0.385

Stability verdict: 2, ahead by 0.0063 hartree

1:
C3H6N4O | ωB97M-V with the def2-TZVPD basis set

Calculated values
- spin multiplicity = 1
- HOMO level (eV) = -7.869
- E_LUMO (eV) = 0.63

Geometry (Å):
N 2.143 -0.038 -0.979
N 1.666 0.153 0.322
C 0.429 0.304 0.567
C -0.376 0.332 1.746
C -1.605 0.021 1.250
N -1.672 0.489 -0.124
N -0.455 0.227 -0.724
O -0.571 -1.184 -1.134
H 1.723 0.527 -1.736
H 3.226 -0.114 -1.169
H 0.088 0.266 2.676
H -2.541 0.000 1.900
H -2.333 0.290 -0.900
H 0.278 -1.275 -1.695

List of Mulliken charges in e, atom by atom:
1 N -0.484
2 N -0.475
3 C 0.690
4 C -0.528
5 C -0.294
6 N -0.278
7 N -0.088
8 O -0.520
9 H 0.278
10 H 0.245
11 H 0.441
12 H 0.313
13 H 0.289
14 H 0.411

2:
C3H6N4O | ωB97M-V with the def2-TZVPD basis set

Calculated values
- spin multiplicity = 1
- HOMO level (eV) = -8.327
- E_LUMO (eV) = 0.67

Geometry (Å):
N -1.147 -1.085 1.562
C -0.888 -0.256 0.463
N -1.742 0.597 -0.198
C -1.071 1.094 -1.240
N 0.242 0.743 -1.163
O 1.354 1.140 -1.885
C 0.355 -0.193 -0.154
N 1.692 -0.864 0.274
H -2.162 -1.244 1.548
H -0.889 -0.607 2.439
H -1.456 1.911 -1.875
H 2.228 0.896 -1.405
H 1.605 -1.753 0.430
H 1.879 -0.380 1.205

List of Mulliken charges in e, atom by atom:
1 N -0.555
2 C 0.188
3 N -0.661
4 C -0.135
5 N 0.303
6 O -0.475
7 C 0.112
8 N -0.606
9 H 0.326
10 H 0.250
11 H 0.348
12 H 0.385
13 H 0.242
14 H 0.278

Stability verdict: 2, ahead by 0.0968 hartree

1:
C3H6N4O | ωB97M-V with the def2-TZVPD basis set

Calculated values
- spin multiplicity = 1
- HOMO level (eV) = -8.981
- E_LUMO (eV) = 0.21

Geometry (Å):
H 1.196 2.673 0.148
N 0.547 1.857 0.042
C 1.158 0.723 0.029
N 2.574 0.536 -0.048
N 2.781 -0.685 -0.087
O 1.612 -1.427 -0.134
N 0.578 -0.515 -0.105
C -0.763 -0.966 0.296
C -1.786 0.012 -0.278
H -0.854 -2.034 0.079
H -0.849 -0.928 1.407
H -1.625 0.151 -1.372
H -2.844 -0.375 -0.225
H -1.727 0.978 0.249

List of Mulliken charges in e, atom by atom:
1 H 0.249
2 N -0.619
3 C 0.487
4 N -0.273
5 N -0.032
6 O -0.131
7 N 0.177
8 C -0.365
9 C -1.069
10 H 0.377
11 H 0.224
12 H 0.298
13 H 0.341
14 H 0.334

2:
C3H6N4O | ωB97M-V with the def2-TZVPD basis set

Calculated values
- spin multiplicity = 1
- HOMO level (alpha / beta) (eV) = -8.671 / -9.005
- E_LUMO (alpha / beta) (eV) = 0.29 / 0.11

Geometry (Å):
C -0.820 2.543 0.788
C 0.353 1.876 0.482
C 1.552 -2.371 -0.055
N -1.817 1.906 0.168
N 0.056 0.878 -0.378
N -1.248 0.970 -0.604
N -0.570 -1.753 -0.689
O 0.518 -1.513 -0.114
H -0.963 3.375 1.491
H 2.185 -2.177 0.722
H 1.320 1.986 0.963
H 1.608 -3.358 -0.481
H -1.679 0.396 -1.220
H -0.493 -2.758 -1.074

List of Mulliken charges in e, atom by atom:
1 C -0.126
2 C -0.141
3 C -0.379
4 N -0.628
5 N -0.398
6 N 0.317
7 N -0.368
8 O 0.024
9 H 0.368
10 H 0.265
11 H 0.363
12 H 0.255
13 H 0.241
14 H 0.205

3:
C3H6N4O | ωB97M-V with the def2-TZVPD basis set

Calculated values
- spin multiplicity = 1
- HOMO level (eV) = -8.882
- E_LUMO (eV) = 0.46

Geometry (Å):
C 0.288 1.893 0.331
N 0.158 0.632 -0.248
C 1.243 -0.345 -0.185
O 2.353 -0.130 -0.260
N 0.549 -1.581 0.217
C -0.692 -1.347 0.262
N -1.027 -0.025 0.161
N -2.273 0.315 -0.285
H 1.378 2.343 0.499
H -0.188 2.751 -0.286
H -0.015 1.607 1.398
H -1.467 -2.089 0.187
H -2.398 0.207 -1.356
H -3.022 -0.368 0.277

List of Mulliken charges in e, atom by atom:
1 C -0.808
2 N -0.005
3 C 0.336
4 O -0.415
5 N -0.579
6 C 0.078
7 N 0.247
8 N -0.697
9 H 0.277
10 H 0.227
11 H 0.374
12 H 0.397
13 H 0.261
14 H 0.306

Stability verdict: 3, ahead by 0.0130 hartree